195
Properties=species:S:1:pos:R:3:forces:R:3 method="wB97M-V/def2-TZVPD" gap_ev=8.757 total_charge=0 total_energy_ev=-194019.6048 lumo_ev=0.0384
Cu 0.47106 0.45962 2.20043 0.2047 -0.1799 0.2252
C 2.96897 -1.61893 0.26072 -0.8117 1.1308 -1.4961
F 3.83524 -2.52586 -0.24550 -1.2842 0.9330 0.5979
F 2.47881 -1.99500 1.42843 0.4962 -0.2316 -0.0392
F 3.62582 -0.43264 0.39368 -0.3451 -0.9625 0.1234
S 1.40979 -1.28939 -0.96934 0.2614 -3.9276 2.0674
O 1.98237 -0.81147 -2.18388 0.2361 1.1897 0.1342
O 0.75683 -2.60837 -1.09652 0.8897 1.9287 0.9140
N 0.47094 -0.24602 0.04789 1.9712 -1.6455 -0.6450
S -0.44506 0.39298 -1.04114 -2.0100 1.6177 -2.5168
O 0.16971 1.54813 -1.66083 -0.6376 -0.0419 0.5323
O -1.00596 -0.58113 -1.96047 0.0332 0.5286 0.5974
C -1.96628 1.03391 -0.11248 0.6118 0.5981 -0.9771
F -2.65498 1.85269 -0.94976 0.7547 -0.4085 0.6674
F -2.79207 0.06279 0.22534 0.0744 -0.2483 0.3903
F -1.55775 1.71979 0.95709 -0.5414 -0.0473 -0.0765
C -6.63688 3.30440 1.20206 0.7423 0.6155 -1.6720
C -7.53474 3.54389 2.41316 -0.1506 0.1416 -0.5273
C -6.58620 3.35228 3.57511 -1.0424 0.4128 0.6118
O -5.39864 2.97557 3.01890 2.8384 -1.7448 1.5829
C -5.19723 3.42227 1.70120 -1.1319 -0.3033 0.8708
H -6.67567 3.98266 0.34968 -0.8294 0.2139 0.0560
H -6.79084 2.30494 0.79528 0.0879 -0.0949 0.0916
H -8.26234 2.73653 2.49596 -0.4824 0.4735 -0.3376
H -7.97524 4.54087 2.40380 -0.2911 -0.2219 -0.0061
H -6.98557 2.58191 4.23476 0.3935 -0.3408 0.0382
H -6.50338 4.22176 4.22722 0.2153 0.5210 -0.1289
H -4.52063 2.74028 1.18622 0.0749 0.0309 0.0919
H -4.74323 4.41018 1.77888 -0.2779 0.2923 -0.6911
C -2.66971 -3.26048 -0.96339 0.7264 0.6399 -0.4932
C -4.15004 -3.56608 -0.73544 0.5074 0.7602 0.8370
C -4.26724 -4.88198 -1.42014 -0.8148 0.0478 0.7856
O -3.02066 -5.50224 -1.26357 1.3616 -1.2360 -0.7737
C -1.97760 -4.60869 -0.79736 -2.0965 0.6972 0.0134
H -2.13344 -2.46890 -0.44000 -0.5022 0.0618 0.4885
H -2.54996 -2.94857 -2.00092 0.0137 -0.0924 -0.2231
H -4.85964 -2.84240 -1.13650 0.1777 0.2032 0.1109
H -4.37882 -3.77585 0.30944 0.1298 0.5595 0.3103
H -4.66678 -4.71132 -2.41981 0.6223 -0.5866 -0.5570
H -4.99524 -5.45084 -0.84177 -0.1717 -0.4566 -0.4250
H -1.03150 -4.66387 -1.33583 -0.2428 -0.3855 -0.1787
H -1.84439 -4.81055 0.26547 0.3553 -0.1778 0.1026
C -2.51667 1.52417 5.45744 -0.1444 0.7828 0.6067
C -1.20227 1.89538 6.19187 -1.2065 -1.5960 1.8807
C -0.23109 2.37395 5.18657 -0.2993 0.8304 -0.0816
O -0.74021 1.83034 3.99814 0.6022 -1.2907 -1.9358
C -2.17947 1.79515 4.00004 0.0993 0.7382 0.3777
H -3.32191 2.15401 5.83559 -0.1311 0.0154 -0.3067
H -2.80129 0.50873 5.73307 0.0227 -0.0414 -0.4905
H -0.81819 0.95664 6.59103 0.1767 -0.1403 0.1380
H -1.44564 2.46198 7.09067 0.4312 0.5710 -0.2563
H 0.77937 2.02712 5.40283 -0.0047 -0.2914 -0.4243
H -0.18299 3.46166 5.13480 -0.1402 0.3353 -0.1830
H -2.63665 1.12750 3.26975 0.7439 -0.6088 0.1109
H -2.51084 2.76300 3.62380 -0.2503 0.3585 0.4884
C 6.47940 -3.67577 1.03108 -0.6537 0.6109 -1.2459
C 7.90819 -3.55875 1.46197 1.3958 0.1522 -1.8102
C 8.02938 -4.61221 2.49732 0.2926 0.0893 -0.3144
O 6.81275 -4.46952 3.10374 -2.5604 -0.9418 3.7439
C 5.78232 -3.90100 2.33471 0.3094 0.1603 -0.4089
H 6.28534 -4.52847 0.38043 0.2811 -0.1369 -0.1217
H 6.17079 -2.79037 0.47526 -0.1078 -0.0055 0.1062
H 8.06828 -2.56618 1.88300 0.2689 -0.0137 -0.0494
H 8.56194 -3.73798 0.60840 0.2504 0.4201 0.0502
H 8.79606 -4.43322 3.25114 0.1701 -0.1156 -0.1215
H 8.08717 -5.63006 2.11164 0.5229 -0.1346 -0.3396
H 5.45363 -2.97373 2.80399 -0.1141 0.1739 0.1590
H 4.92436 -4.56098 2.20648 -0.0238 -0.1914 0.3278
C 0.11362 -2.76666 -4.18466 0.3149 -0.2028 -1.0007
C 0.23636 -3.15421 -5.67833 -1.9252 -0.4657 -1.8750
O -0.74084 -3.15182 -6.47905 2.0008 0.2853 2.0795
N 1.45462 -3.58841 -6.16669 -0.6777 0.7364 0.1887
C 2.62779 -3.87507 -5.38845 -0.4238 -0.3246 0.3941
H -0.89564 -2.47276 -3.89636 0.0178 -0.1543 -0.4514
H 0.75803 -1.92315 -3.93702 0.1517 -0.1378 -0.0485
H 0.40530 -3.61964 -3.57193 0.1253 0.0347 0.0807
H 1.47795 -3.90015 -7.12709 -0.4861 0.1987 0.1609
H 2.38813 -4.73216 -4.75911 0.4863 -0.1552 0.2321
H 2.89244 -3.03845 -4.74182 0.2430 0.0048 -0.1053
H 3.43192 -4.15069 -6.07073 0.0784 0.1913 0.2338
C 2.52248 2.91363 0.08720 0.2601 -0.1994 0.6962
C 2.03810 3.17562 1.53355 -0.2049 -1.2983 -1.1912
O 0.93020 2.76323 1.88661 0.6209 0.2895 0.3171
N 2.91388 3.81168 2.33625 -0.4258 0.1238 1.2546
C 2.62870 4.16128 3.75840 0.1463 1.1212 -0.4445
H 2.12304 1.98997 -0.33160 -0.6704 0.2787 0.2668
H 3.59240 2.71488 0.02489 0.2742 0.6383 0.2136
H 2.23414 3.76113 -0.53465 0.1232 -0.0765 -0.1254
H 3.77674 4.11821 1.91010 -0.1556 0.0244 0.2438
H 3.54247 4.30136 4.33591 0.2598 -0.8117 -0.1785
H 1.90160 3.53827 4.27924 0.4304 -0.4721 -0.5883
H 2.22777 5.17020 3.85562 -0.4198 0.1564 -0.5201
C 4.52777 0.89772 3.73451 -0.4226 0.2516 0.2359
C 3.37527 -0.02427 4.15941 -1.1504 0.3457 -1.3907
O 2.21291 0.14292 3.73969 0.8697 0.1951 0.2447
N 3.66729 -1.06457 4.94744 -0.0772 0.4882 0.1177
C 2.73632 -2.12516 5.31883 0.4487 -1.0093 -0.2994
H 4.99269 0.65434 2.77915 -0.0695 -0.7365 0.0870
H 5.29651 0.96900 4.50396 0.0484 -0.0419 -0.0575
H 4.13577 1.89226 3.52161 -0.2325 -0.0387 0.4191
H 4.63302 -1.13089 5.23568 -0.2244 -0.3305 0.0845
H 2.50136 -2.15623 6.38275 0.2958 0.0985 0.0173
H 3.23576 -3.03699 4.99137 0.0622 -0.3382 0.5770
H 1.78678 -2.21599 4.79137 0.2031 1.0949 -0.3224
C 6.63022 0.79724 -0.99589 0.6719 -0.4168 -0.9558
C 7.50129 -0.39730 -1.37346 -1.3981 0.0716 0.2545
O 8.33807 -0.86228 -0.66796 2.6438 -0.1008 3.2340
N 7.32430 -1.06732 -2.49335 -2.7098 -0.0584 -3.1327
C 6.37210 -0.70770 -3.55422 0.9554 0.2137 -1.2363
H 6.93500 1.09324 0.00790 -0.3075 0.0547 -0.1680
H 5.56773 0.59654 -1.13342 0.0186 -0.1205 0.3769
H 6.87082 1.55356 -1.74302 -0.0391 0.4588 0.1993
H 8.00484 -1.77997 -2.71492 -0.1142 0.1321 0.3053
H 5.57382 -0.00017 -3.33009 0.2687 -0.1382 0.6489
H 5.91706 -1.53987 -4.09138 -0.0445 -0.4870 0.6816
H 6.95842 -0.24450 -4.34781 -0.0736 0.4202 -0.1893
C -4.25267 7.00111 -2.55320 0.1873 0.4382 1.2209
C -4.59458 5.58444 -2.04950 0.9348 1.1969 2.1334
O -4.63945 5.24820 -0.83730 -0.0749 0.7398 -2.3147
N -4.70974 4.74103 -3.05908 0.3730 -1.4614 0.3793
C -4.87705 3.29303 -2.82728 -1.1960 0.7563 -1.2158
H -3.23801 7.03244 -2.95018 -0.1269 -0.4007 -0.6783
H -4.12820 7.72186 -1.74503 -0.5234 -0.2753 0.3987
H -4.99875 7.42572 -3.22490 0.1740 -0.2763 -0.2559
H -4.55991 5.06246 -4.00478 -0.0779 -0.0533 0.2620
H -5.85130 3.14994 -3.29468 0.1122 -1.0411 0.0419
H -4.97556 3.00023 -1.78197 0.3684 0.4925 -0.1310
H -4.10841 2.73451 -3.36147 -0.0575 -0.0796 0.1881
C -1.11596 4.46268 -3.80546 -0.2372 -0.8786 0.8240
C -0.21304 5.55617 -3.20392 -1.0985 1.7456 -1.8538
O 0.28516 6.36028 -4.00126 0.2202 -0.8501 0.4500
N -0.17035 5.84654 -1.88130 -0.6335 -2.1905 0.3611
C -0.59838 4.86164 -0.82656 0.4318 1.5014 -0.0829
H -1.64062 4.77921 -4.70693 0.6276 0.4549 -0.0657
H -1.92035 4.06409 -3.18726 0.0623 0.3879 0.6951
H -0.58055 3.53931 -4.02642 0.4654 0.1560 -0.2142
H 0.46308 6.60906 -1.68780 -0.0812 -0.1676 0.2661
H -0.21288 3.85423 -0.98343 0.0812 0.1452 -0.0484
H -1.67918 4.83819 -0.68722 -0.1042 -0.0106 -0.4037
H -0.22301 5.29636 0.09984 0.1669 -0.4110 0.1423
N -0.42774 -1.65246 2.95329 -0.8778 -0.1929 0.5961
C -0.79677 -2.81077 2.31542 0.9653 1.9248 1.0806
C -1.40576 -3.83840 2.99549 0.0702 -0.3312 -0.2500
C -1.70820 -3.69000 4.32391 -0.4520 0.4888 0.8039
C -1.44079 -2.47663 4.99171 0.1026 -1.8277 -0.6691
C -0.77712 -1.51568 4.27534 0.5218 -0.3495 -1.0650
H -0.50207 -2.91457 1.28160 0.0166 0.2087 -0.1824
H -1.58197 -4.77957 2.49594 -0.1385 -0.0131 -0.0596
H -2.17790 -4.52926 4.81525 -0.0164 0.0515 0.3215
H -1.60917 -2.38297 6.05439 -0.1937 0.1849 -0.0140
H -0.45653 -0.66251 4.85475 0.2234 0.5528 -0.6580
N -5.46120 -0.33980 4.80806 0.2079 -0.8875 -2.6969
C -6.65882 -0.10900 4.20188 1.6232 0.2155 -0.5940
C -6.91237 -0.23215 2.79769 1.1975 -0.3166 1.0646
C -5.87572 -0.72459 2.00470 0.2886 0.1936 0.5670
C -4.62691 -1.00008 2.59186 -0.9253 0.2948 -0.1169
C -4.45979 -0.80165 3.93833 -1.5959 0.7177 1.3771
H -7.40019 0.33211 4.85164 -0.2648 -0.1779 0.0587
H -7.85317 0.11225 2.39433 -0.0933 -0.2200 -0.0474
H -5.92397 -0.88220 0.93736 -0.4905 0.1871 -0.1379
H -3.79486 -1.29161 1.96808 0.0539 -0.2179 0.0711
H -3.47980 -0.98984 4.35138 -0.1230 0.0622 0.3595
N 4.54583 -6.90966 -1.14816 -1.5851 0.0066 0.2264
C 3.68100 -6.50031 -2.12961 0.5985 0.2834 1.6619
C 2.59846 -5.67550 -1.86733 -0.4089 0.5552 -0.2347
C 2.23499 -5.29501 -0.56611 0.8525 -1.6931 0.2043
C 2.97481 -5.89714 0.43646 1.6590 -0.7970 0.0795
C 4.15462 -6.67492 0.12415 -0.9946 1.2555 -1.6579
H 3.89604 -6.83613 -3.13329 0.1550 0.1267 -0.0981
H 2.02806 -5.27860 -2.69409 -0.1085 -0.1216 -0.1283
H 1.36412 -4.71880 -0.29049 0.0741 0.2256 -0.4456
H 2.71486 -5.76433 1.47626 -0.0113 0.0555 0.1320
H 4.84746 -7.05613 0.85970 -0.2131 0.0456 0.3864
N -5.96562 0.40862 -3.53537 0.5702 0.5796 -0.8642
C -6.49462 0.20790 -4.74992 1.4544 -1.9992 -0.6948
C -6.01862 -0.85135 -5.61710 0.4764 1.4381 1.1147
C -4.92844 -1.59263 -5.17783 -0.2520 -0.2959 0.7618
C -4.34633 -1.33195 -3.93392 -0.3386 0.7231 -0.7768
C -4.83534 -0.25152 -3.21097 -0.9829 -1.2355 0.2529
H -7.24984 0.89196 -5.10781 -0.3633 -0.0752 0.2670
H -6.35764 -1.00583 -6.63080 -0.4526 0.1266 0.0830
H -4.51179 -2.43571 -5.70887 -0.1603 0.0731 -0.4981
H -3.50960 -1.93903 -3.62126 0.1045 0.2457 0.1975
H -4.39858 -0.04670 -2.24470 0.0095 0.3378 0.1674
N 4.96392 3.00432 -3.97772 -1.1893 0.2499 0.9096
C 3.83069 2.88842 -3.15265 2.1783 -0.3310 -1.8353
C 2.61732 3.25251 -3.59626 -1.6509 1.4100 -1.5797
C 2.51678 3.86257 -4.87556 -0.7494 -0.4655 -0.1426
C 3.58757 4.00090 -5.69106 1.8303 -0.2207 0.2165
C 4.83102 3.56783 -5.18855 -0.4561 -0.5926 1.5220
H 3.89524 2.39953 -2.19181 0.6304 -0.0301 0.0079
H 1.69542 3.12959 -3.04727 0.1061 -0.1922 0.3692
H 1.60783 4.17038 -5.37099 -0.6082 -0.0080 0.7841
H 3.52297 4.41397 -6.68686 -0.1060 0.0834 0.0108
H 5.75741 3.66155 -5.73575 0.0242 -0.0182 -0.2469